No. 1
ORCA calculation (the ωB97M-V functional and the def2-TZVPD basis) on a structure of composition C3H10N3O.

Max |F| in eV Å⁻¹: 6.24
Total charge: +1
E_LUMO in eV: -4.1
Calculated total energy in a.u.: -359.465311
Molar mass in g/mol: 104.13
ΔE to the lowest compared entry with this formula, charge and spin in kJ/mol: 458.37

```
17
C3H10N3O | OMol25 | the ωB97M-V functional and the def2-TZVPD basis
C -0.5608 -1.5528 -0.4420
C 0.7737 -1.2870 0.2002
C 0.2440 1.4404 0.7940
N -0.0794 1.6096 -0.3919
N 0.7452 2.0419 1.9038
N -0.8779 -0.6015 -1.5867
O 0.5885 -0.4385 1.2395
H -0.7492 -2.5080 -0.8970
H -1.3577 -1.1545 0.2561
H 1.0659 -2.3262 0.5996
H 1.5777 -1.0847 -0.4938
H -0.5247 0.5059 -0.9965
H 0.0488 2.5990 -0.6709
H 0.5744 3.0286 1.9765
H 0.8201 1.4972 2.7430
H -0.4184 -0.8616 -2.4989
H -1.8703 -0.9077 -1.7350
```

No. 2
ORCA calculation (the ωB97M-V functional and the def2-TZVPD basis) on a cluster of 2 separate species, C2H6NS in total.

Max |F| in eV Å⁻¹: 5.20
2S+1: 2
E_LUMO (alpha / beta) in eV: 0.9 / -2.6
Calculated total energy in a.u.: -532.631780
Molar mass in g/mol: 76.14
ΔE to the lowest compared entry with this formula, charge and spin in kJ/mol: 152.61

```
10
C2H6NS | OMol25 | the ωB97M-V functional and the def2-TZVPD basis
S 0.8573 -3.7423 -1.0311
H 1.5639 -2.8481 -1.6942
C -0.2924 -0.1892 0.3971
C -0.3363 2.0996 0.3397
N -0.7377 1.0599 1.0527
H -0.3904 -0.9281 1.2075
H 0.7002 -0.2706 -0.0041
H -1.0211 -0.4663 -0.4386
H -0.5331 3.1106 0.7967
H 0.1897 2.1745 -0.6257
```

No. 3
ORCA calculation (the ωB97M-V functional and the def2-TZVPD basis) on an isolated molecule of CBrN3O.

Max |F| in eV Å⁻¹: 2.64
E_LUMO (alpha / beta) in eV: -1.9 / -1.9
Calculated total energy in a.u.: -2851.470676
Molar mass in g/mol: 149.94
ΔE to the lowest compared entry with this formula, charge and spin in kJ/mol: 198.39

```
6
CBrN3O | OMol25 | the ωB97M-V functional and the def2-TZVPD basis
C -0.6355 0.2604 -0.0030
N 0.0888 -1.0426 -0.0011
N 0.0162 1.2961 0.0004
N 1.2652 -0.7930 0.0018
O 1.7363 0.3118 0.0016
Br -2.4710 -0.0327 0.0003
```